(1)
The following is a quantum chemistry calculation of one molecule with the formula C21H30O6, from OMol25.

Geometry as ORCA input:
```
! wB97M-V def2-TZVPD RIJCOSX def2/J DEFGRID3
* xyz 0 1
C 6.79544 0.29035 -0.34560
C 5.59254 -0.23213 -0.48606
C 4.50448 0.35881 -1.33105
C 3.33519 0.73321 -0.45836
C 3.19110 2.02448 0.01434
C 2.13636 2.39365 0.84137
C 1.21277 1.42243 1.19013
C 1.33361 0.12047 0.73195
C 2.39449 -0.23869 -0.08691
O 2.61311 -1.49567 -0.59371
C 1.75960 -2.56570 -0.26763
C 0.62303 -2.79745 -1.28138
O -0.46477 -1.91143 -1.17429
C -0.42171 -0.77493 -2.01343
C -1.77761 -0.07861 -1.94854
H -2.55321 -0.75383 -2.31113
H -1.75155 0.80857 -2.58160
C -2.11065 0.31236 -0.50836
C -2.45804 -0.94835 0.28454
O -3.30988 -1.73329 -0.02933
O -1.72943 -1.03123 1.39081
C -1.95286 -2.17468 2.22003
C -1.15922 -1.99919 3.50125
H -0.09752 -1.91770 3.28338
H -1.47549 -1.09473 4.01369
H -1.32248 -2.85295 4.15254
H -3.02597 -2.25911 2.42306
H -1.63872 -3.06811 1.66842
C -3.33694 1.20522 -0.38841
O -3.49351 1.99660 0.50457
O -4.20704 0.98054 -1.36385
C -5.46301 1.66036 -1.29056
C -6.41714 0.94306 -0.34736
H -6.03963 0.99404 0.67084
H -6.50788 -0.10125 -0.63545
H -7.39527 1.41389 -0.38593
H -5.29264 2.68868 -0.95488
H -5.84288 1.65848 -2.31405
H -1.27072 0.81132 -0.02069
H 0.36986 -0.08191 -1.69442
H -0.21380 -1.08492 -3.04871
H 0.21418 -3.79580 -1.09178
H 1.04126 -2.77391 -2.29600
H 2.40095 -3.45394 -0.28872
H 1.34401 -2.46064 0.73863
H 0.57273 -0.59176 1.00631
H 0.37650 1.67597 1.82579
C 2.01601 3.79845 1.34970
H 0.98817 4.02369 1.62366
H 2.34617 4.51181 0.59756
H 2.64023 3.93100 2.23417
H 3.92292 2.76629 -0.27311
H 4.17866 -0.38630 -2.06077
H 4.87626 1.23998 -1.85601
H 5.31799 -1.13686 0.03912
H 7.54601 -0.16188 0.28047
H 7.08589 1.19328 -0.85828
*
```

SMILES: C=CCc1cc(C)ccc1OCCOCCC(C(=O)OCC)C(=O)OCC
Largest force on an atom: 0.013 Eh/bohr
Orbital gap: 9.03 eV
Energy relative to the best compared isomer or geometry (same formula, charge and spin): 19.0 kJ/mol
HOMO: -8.2 eV

(2)
The following is a quantum chemistry calculation of C21H30ORhS3Si2 as an isolated structure, from OMol25.

Geometry as ORCA input:
```
! wB97M-V def2-TZVPD RIJCOSX def2/J DEFGRID3
* xyz -1 1
Rh -0.88605 -0.37241 0.26583
C -3.68659 -1.68757 -1.15410
Si -1.79672 -1.70888 -1.35917
C -1.29049 -3.53236 -1.31747
C -1.44051 -1.18527 -3.15310
C -2.06170 -1.73059 -4.28021
C -1.67569 -1.35112 -5.55671
C -0.65661 -0.41787 -5.72403
C -0.03961 0.13578 -4.61248
C -0.42533 -0.23426 -3.32166
Si 0.24395 0.49198 -1.69828
C -0.18535 2.35427 -1.77279
C 2.14370 0.43772 -1.77998
H -4.17449 -2.29425 -1.92465
H -4.08104 -0.67134 -1.22536
H -3.94719 -2.08027 -0.17035
H -1.76959 -4.06847 -2.14324
H -1.58005 -3.99850 -0.37346
H -0.20888 -3.63014 -1.42005
H -2.85413 -2.46418 -4.16125
H -2.16266 -1.77992 -6.42562
H -0.35103 -0.12286 -6.72187
H 0.74963 0.86926 -4.75419
H 0.01514 2.74983 -2.77383
H 0.42160 2.91671 -1.05726
H -1.23383 2.55358 -1.53900
H 2.52002 0.75865 -2.75661
H 2.50859 -0.57353 -1.58782
H 2.57048 1.09747 -1.01890
C 0.49242 -3.72565 3.11584
C -0.25790 -2.56953 2.51254
S 0.48793 -1.90747 1.06467
C -1.39799 -2.04796 2.98993
C -2.12354 -2.55724 4.20982
S -2.15813 -0.71648 2.14876
H 0.79550 -4.42960 2.33703
H -0.11644 -4.26701 3.83991
H 1.40475 -3.39186 3.62041
H -2.84912 -3.33170 3.94268
H -2.67723 -1.74427 4.68079
H -1.44211 -2.97617 4.95241
C 0.61094 1.24196 3.47334
S 0.33076 1.92451 1.83016
O -0.85304 2.81822 1.91330
C 1.75951 3.01051 1.76850
C 1.54997 4.37759 1.70186
C 2.63920 5.22795 1.57139
C 3.92522 4.71134 1.49666
C 4.12410 3.33606 1.54464
C 3.04208 2.48139 1.67343
H 0.46337 2.03858 4.20143
H 1.61583 0.82630 3.52595
H -0.13258 0.45236 3.58912
H 0.53238 4.74433 1.75369
H 2.48350 6.29842 1.52077
H 4.77239 5.37673 1.38903
H 5.12519 2.93039 1.46954
H 3.18749 1.40683 1.68004
*
```

Largest force on an atom: 0.018 Eh/bohr
Orbital gap: 6.17 eV
Energy relative to the best compared isomer or geometry (same formula, charge and spin): 31.9 kJ/mol
HOMO: -3.6 eV

(3)
The following is a quantum chemistry calculation of C21H31As2O11S4SbSe2Tc as an isolated structure, from OMol25.

Geometry as ORCA input:
```
! wB97M-V def2-TZVPD RIJCOSX def2/J DEFGRID3
* xyz 1 1
Tc 1.85801 0.67027 0.62686
O 2.67927 -1.45363 6.16243
C 2.69817 -0.04323 6.04978
C 2.44296 0.34833 4.58674
C 2.52854 1.87471 4.48200
O 3.79443 2.35352 4.07379
C 1.03664 -0.09034 4.21803
Se 0.45502 0.00227 2.33977
C 3.48038 -0.37184 3.74465
Se 3.65891 -0.01725 1.84145
H 2.86550 -1.70941 7.07072
H 3.66913 0.36519 6.35775
H 1.92399 0.41472 6.67640
H 2.21238 2.32347 5.42978
H 1.81686 2.20934 3.73260
H 4.35479 2.51767 4.83800
H 0.29471 0.51798 4.74225
H 0.87437 -1.12794 4.50560
H 3.33262 -1.44820 3.82538
H 4.48590 -0.15629 4.10818
S 5.40784 3.19085 -0.54551
Sb 4.01776 3.97336 -2.04691
S 1.95804 1.87601 -1.58063
S 4.46099 0.62325 -2.89450
S 4.07576 2.33006 -3.94532
C -3.83593 -3.59952 1.50808
O -3.34741 -2.33697 1.01834
C -2.10222 -2.37419 0.52869
O -1.39947 -3.35152 0.57399
C -1.64282 -1.01013 0.13756
C -2.50905 -0.03647 -0.19259
As -3.67799 -0.30239 -1.75082
C -3.99314 -2.22858 -1.89175
C -1.95158 -0.37789 -2.78904
C -0.66147 -0.39335 -2.43044
As 0.11100 -0.73311 -0.62677
C 0.86979 -2.49959 -0.89160
C 0.39653 -0.33482 -3.49905
O 1.38441 -1.02542 -3.50343
O 0.12632 0.60606 -4.39866
C 0.97470 0.60053 -5.56297
C -2.28580 -0.44290 -4.25803
O -1.87784 -1.30019 -4.99544
O -3.12835 0.52609 -4.61010
C -3.51544 0.52957 -5.99694
C -2.04058 1.39626 -0.13510
O -0.89420 1.73656 -0.31123
O -2.94191 2.30035 0.21914
C -4.23326 1.91281 0.72965
H -4.83152 -3.39978 1.88887
H -3.18710 -3.97006 2.29755
H -3.86877 -4.32842 0.70055
H -4.84331 -2.50757 -1.27527
H -3.12278 -2.83541 -1.65400
H -4.25164 -2.39011 -2.93962
H 0.13035 -3.17020 -1.31812
H 1.20758 -2.88175 0.06837
H 1.70068 -2.35376 -1.57607
H 0.61792 1.41580 -6.18321
H 0.86997 -0.35305 -6.07707
H 2.00948 0.76204 -5.27506
H -4.28061 1.29243 -6.08350
H -3.89940 -0.44638 -6.28216
H -2.65644 0.77616 -6.61704
H -4.52499 2.70358 1.41286
H -4.18234 0.96565 1.26303
H -4.94842 1.85037 -0.08763
O 3.16346 -0.21365 -0.82919
C 3.18223 0.66172 -1.73192
C 1.88294 2.74691 1.17962
H 2.57581 2.86089 2.00398
H 0.85687 2.97454 1.46422
H 2.19277 3.40597 0.38004
*
```

Largest force on an atom: 0.016 Eh/bohr
Orbital gap: 6.62 eV
Energy relative to the best compared isomer or geometry (same formula, charge and spin): 270.7 kJ/mol
HOMO: -10.8 eV

(4)
The following is a quantum chemistry calculation of C21H31AsY as an isolated structure, from OMol25.

Geometry as ORCA input:
```
! wB97M-V def2-TZVPD RIJCOSX def2/J DEFGRID3
* xyz 3 1
Y -0.65648 -0.16563 -0.82143
C -0.83435 4.22419 -0.06826
C -0.34311 3.06673 -0.89168
C -1.19689 2.43375 -1.82312
C -2.69442 2.64577 -1.76843
C -0.63947 1.60502 -2.83205
C -1.53012 0.99754 -3.89841
C 0.74683 1.33321 -2.84872
C 1.37528 0.62443 -4.02563
C 1.54425 1.74338 -1.74907
C 2.99418 1.35180 -1.69549
C 0.99874 2.62297 -0.77485
C 1.87750 3.15343 0.32105
H -1.22102 3.90946 0.90546
H -1.63119 4.75853 -0.57897
H -0.02844 4.92937 0.11973
H -3.04593 3.18023 -2.65410
H -2.99966 3.21601 -0.89737
H -3.23665 1.69301 -1.74440
H -1.59059 1.66846 -4.76132
H -2.55763 0.85747 -3.56315
H -1.14405 0.04795 -4.27082
H 1.44096 -0.45913 -3.88033
H 2.38991 0.98100 -4.18667
H 0.81378 0.79842 -4.93933
H 3.60852 2.11681 -2.18096
H 3.18396 0.40879 -2.20216
H 3.36113 1.26964 -0.67590
H 2.59236 3.87683 -0.08294
H 2.47136 2.35766 0.76804
H 1.31818 3.64192 1.11160
C -0.45914 -4.04208 3.08598
As -0.08214 -2.42766 2.09767
C -1.02015 -1.09900 3.16990
C 1.82234 -1.85966 2.27953
C 2.18522 -2.15060 3.69175
C 2.02350 -1.18499 4.69198
C 2.50642 -1.41899 5.96743
C 3.06404 -2.65286 6.28253
C 3.24939 -3.61205 5.29056
C 2.77579 -3.37967 4.01365
H -0.24971 -3.88802 4.14318
H 0.09503 -4.89318 2.69808
H -1.52370 -4.24254 2.96078
H -0.94092 -1.34232 4.22899
H -2.07747 -1.11262 2.90667
H -0.61614 -0.10107 2.98792
H 1.81771 -0.79675 2.02070
H 2.40444 -2.43604 1.56372
H 1.57891 -0.22533 4.45192
H 2.43846 -0.64892 6.72379
H 3.32341 -2.87851 7.30810
H 3.74889 -4.54287 5.52220
H 2.90519 -4.12455 3.23601
*
```

Largest force on an atom: 0.035 Eh/bohr
Orbital gap (spin up / spin down): 3.65 / 3.65 eV
HOMO (spin up / spin down): -16.0 / -16.0 eV

(5)
The following is a quantum chemistry calculation of C21H31ClO10P4V as an isolated structure, from OMol25.

Geometry as ORCA input:
```
! wB97M-V def2-TZVPD RIJCOSX def2/J DEFGRID3
* xyz -2 2
V 1.26624 -0.07548 0.02220
C 1.19896 3.13097 1.42986
P 0.60423 1.39694 1.71296
C 1.21284 1.30919 3.46071
C -1.21147 1.70026 1.99803
C -1.75358 2.95092 1.68857
C -3.11706 3.20044 1.75948
C -3.98420 2.18682 2.12011
C -3.47459 0.93281 2.41700
C -2.10767 0.67003 2.37973
P -1.44826 -0.96647 2.90344
C -1.91092 -0.79573 4.70730
C -2.81001 -2.10740 2.40087
H 0.75528 3.57644 0.54142
H 2.27407 3.04128 1.25966
H 1.01769 3.77199 2.29821
H 0.64887 1.99965 4.09055
H 2.26771 1.58801 3.44961
H 1.14250 0.29029 3.83145
H -1.10011 3.74858 1.36141
H -3.50270 4.18329 1.51308
H -5.05185 2.37085 2.16776
H -4.16023 0.13469 2.68262
H -2.98032 -0.59390 4.82171
H -1.34831 0.02269 5.16070
H -1.66017 -1.72341 5.23017
H -3.71010 -1.99334 3.01112
H -2.43633 -3.12661 2.51461
H -3.04193 -1.94460 1.34620
O 1.16863 -3.04821 1.12663
P 2.58750 -2.33526 1.41763
O 3.46870 -3.30125 2.09527
O 2.34744 -0.96268 2.02465
O 3.14316 -1.98804 -0.10604
P 4.09922 -0.64411 -0.31215
O 4.93037 -0.51837 1.06660
O 5.01847 -0.84017 -1.44407
O 3.12777 0.54040 -0.35855
H 0.47280 -2.40235 0.88287
H 4.27126 -0.49520 1.79549
C -0.03613 -3.67674 -1.79401
C -0.29792 -2.19289 -2.05644
C -1.00043 -2.02698 -3.40179
O 0.97191 -1.53863 -2.03625
C -1.19795 -1.66036 -0.90263
O -2.38207 -1.97306 -0.88979
O -0.60827 -0.96595 0.02107
H 0.43261 -4.11884 -2.67562
H -0.97825 -4.18629 -1.58159
H 0.63693 -3.79650 -0.94852
H -0.61007 -2.74381 -4.12934
H -0.86086 -1.02095 -3.79933
H -2.06647 -2.19738 -3.26192
H 0.94460 -0.76630 -2.61613
Cl -2.00799 1.58214 -3.07812
C -0.37878 1.43720 -3.70861
C -0.23470 1.31783 -5.08411
C 1.02567 1.19498 -5.64475
C 2.13302 1.17648 -4.79572
C 1.97939 1.29891 -3.42876
C 0.70971 1.45364 -2.81224
C 0.60179 1.59805 -1.37172
H -1.12086 1.31443 -5.70886
H 1.14246 1.11900 -6.72026
H 3.12886 1.05592 -5.20966
H 2.84138 1.25029 -2.77237
H -0.38104 1.94073 -1.05264
H 1.39956 2.24115 -1.00875
*
```

Largest force on an atom: 0.029 Eh/bohr
Orbital gap (spin up / spin down): 5.35 / 4.76 eV
Energy relative to the best compared isomer or geometry (same formula, charge and spin): 44.4 kJ/mol
HOMO (spin up / spin down): -0.9 / -0.3 eV

(6)
The following is a quantum chemistry calculation of C21H31CrF5OP2 as an isolated structure, from OMol25.

Geometry as ORCA input:
```
! wB97M-V def2-TZVPD RIJCOSX def2/J DEFGRID3
* xyz 0 5
P -0.29269 -2.22595 -2.45416
P 0.31417 1.29194 -2.30034
C -0.81280 -0.95419 -3.69174
C 0.16031 0.20038 -3.85619
H -1.82201 -0.59703 -3.42928
H -0.91234 -1.50242 -4.64145
H 1.16405 -0.15202 -4.13671
H -0.17322 0.83392 -4.68251
C -0.84799 2.57441 -3.19467
H -1.06128 3.42912 -2.53951
H -1.80221 2.09041 -3.45468
H -0.39602 2.94703 -4.11907
C 1.74428 2.42298 -2.62438
H 1.57779 2.96929 -3.55727
H 2.69942 1.89367 -2.71371
H 1.82595 3.15529 -1.81234
C -1.72134 -3.23896 -2.11672
H -1.60798 -3.75588 -1.15856
H -1.79068 -3.98858 -2.91752
H -2.64304 -2.64417 -2.11744
C 0.91322 -3.25182 -3.32795
H 1.74248 -2.65104 -3.72544
H 0.39698 -3.75281 -4.15833
H 1.31089 -4.01053 -2.64149
Cr -0.74302 -2.05139 2.66142
C 0.03019 2.03307 -0.44543
C -1.10270 1.31741 -1.02808
C -1.57019 -0.02489 -0.51093
C -0.46929 -1.00378 -0.08843
C 0.59076 -1.28968 -1.19895
C 1.41356 -0.04531 -1.55371
C 2.04458 0.50229 -0.26598
C 1.06626 1.45011 0.47948
C 0.79920 -3.01432 3.71055
H -0.05139 3.12666 -0.40144
H -1.95595 1.94710 -1.29973
H -2.25198 -0.48374 -1.24984
H -2.21354 0.17133 0.36751
H 0.04668 -0.64078 0.81346
H -0.96241 -1.94906 0.21168
H 1.29855 -2.02633 -0.78410
H 2.19856 -0.30218 -2.28667
H 2.96473 1.05987 -0.48935
H 2.33238 -0.32199 0.39573
H 0.64401 0.97730 1.38584
H 1.66237 2.27745 0.89864
H 1.62678 -2.29763 3.85622
H 1.17953 -3.89324 3.16466
H 0.42760 -3.33341 4.70258
F -0.78598 2.93503 7.60794
C -0.69677 2.19380 6.48965
C 0.38470 2.37053 5.62048
F 1.32295 3.29945 5.90098
C 0.48753 1.58011 4.49197
F 1.55066 1.73108 3.67013
C -0.46608 0.56952 4.19778
O -0.32060 -0.19038 3.15078
C -1.55651 0.43284 5.09425
F -2.48208 -0.53467 4.84363
C -1.67868 1.23593 6.20924
F -2.73033 1.10888 7.04947
*
```

Largest force on an atom: 0.074 Eh/bohr
Orbital gap (spin up / spin down): 3.37 / 3.34 eV
Energy relative to the best compared isomer or geometry (same formula, charge and spin): 388.6 kJ/mol
HOMO (spin up / spin down): -4.6 / -4.6 eV

(7)
The following is a quantum chemistry calculation of a 3-piece molecular cluster, C21H31F16NO5S overall, from OMol25.

Geometry as ORCA input:
```
! wB97M-V def2-TZVPD RIJCOSX def2/J DEFGRID3
* xyz 0 1
C 2.93657 -2.97183 -2.89544
C 3.50783 -1.66747 -3.45416
C 2.42995 -0.71631 -3.96459
C 1.44155 -0.33729 -2.86263
C 0.56916 0.92789 -3.06558
C 0.50967 1.49388 -4.50055
O -0.84479 1.50713 -5.01357
S -1.55068 0.08695 -5.07077
O -0.61951 -0.86097 -5.61594
O -2.80711 0.33411 -5.70253
C -1.73239 -0.27454 -3.31207
C -3.18283 -0.20334 -2.83165
C -4.16091 -1.22322 -3.41878
C -3.82965 -2.69377 -3.17335
N -4.40334 -3.16553 -1.91007
C -0.84862 0.70178 -2.52005
H 2.61025 -2.86235 -1.85931
H 2.07521 -3.30526 -3.48051
H 3.67778 -3.77175 -2.91771
H 4.19657 -1.89119 -4.27242
H 4.09641 -1.16000 -2.68364
H 2.91203 0.18017 -4.36939
H 1.89403 -1.18519 -4.79516
H 2.00611 -0.20842 -1.93295
H 0.77710 -1.18719 -2.68003
H 0.99267 1.71332 -2.43559
H 1.11651 0.92854 -5.20391
H 0.80165 2.53999 -4.53995
H -1.34941 -1.29187 -3.22028
H -3.14527 -0.30217 -1.73956
H -3.55874 0.80253 -3.03932
H -5.14597 -1.03464 -2.98063
H -4.26477 -1.04031 -4.48768
H -4.26498 -3.27622 -3.98874
H -2.74547 -2.86221 -3.22223
H -3.89379 -3.95584 -1.53812
H -4.36619 -2.44039 -1.20321
H -1.38278 1.65283 -2.44405
H -0.73902 0.29826 -1.51238
C -2.75540 0.40479 3.43372
C -1.34217 0.68355 2.91116
C -1.18936 0.97566 1.41659
F -1.60838 -0.08053 0.68570
F 0.11907 1.18263 1.14950
F -0.49576 -0.30160 3.26700
F -0.92367 1.83337 3.53018
O -3.07399 -0.96394 3.56214
C -3.68916 -1.65968 2.56234
C -2.86469 -2.89925 2.17695
F -1.60162 -2.53921 1.87089
F -3.41684 -3.47147 1.08637
F -3.95015 -0.89482 1.48600
F -4.87898 -2.11207 3.02636
H -2.76923 0.79860 4.44843
H -3.49368 0.94436 2.84024
H -1.75712 1.86480 1.13206
H -2.85395 -3.60879 3.00558
C 2.37501 1.75189 4.18275
C 3.57543 1.68711 3.23476
C 4.81985 0.94055 3.72715
F 5.34127 1.56185 4.80624
F 5.74833 0.94274 2.74618
F 3.91560 2.91893 2.81329
F 3.14525 0.96777 2.15078
O 2.25383 2.95062 4.91964
C 2.73188 3.06241 6.18781
C 3.62861 4.30116 6.33175
F 4.68605 4.19943 5.50369
F 4.08310 4.36632 7.60236
F 3.37006 1.95183 6.59992
F 1.67824 3.24999 7.02496
H 1.50496 1.73145 3.53091
H 2.33903 0.87134 4.82361
H 4.57364 -0.09260 3.98452
H 3.06013 5.20267 6.09703
*
```

SMILES: CCCC[C@H]1COS(=O)(=O)[C@H](CCCN)C1.FC(F)C(F)(F)COC(F)(F)C(F)F.FC(F)C(F)(F)COC(F)(F)C(F)F
Largest force on an atom: 0.009 Eh/bohr
Orbital gap: 9.38 eV
HOMO: -9.2 eV

Which of these has the highest largest force on an atom? C21H31CrF5OP2

Which value of largest force on an atom does entry 6 give? 0.074 Eh/bohr

What is the formula in the second record? C21H30ORhS3Si2